{"formula": "C21H25GaO", "method": "wB97M-V/def2-TZVPD", "homo_energy_ev": [2.44, 2.44], "total_charge": -2, "elements": ["Ga", "C", "C", "C", "H", "C", "C", "H", "H", "H", "H", "C", "C", "C", "H", "C", "C", "H", "H", "H", "H", "O", "C", "C", "C", "C", "C", "H", "H", "H", "H", "H", "H", "H", "H", "H", "H", "C", "C", "C", "C", "C", "C", "H", "H", "H", "H", "H"], "coordinates": [[0.169, -0.317, 0.760], [1.143, -2.124, 2.280], [-0.303, -2.129, 2.309], [-0.772, -2.575, 1.014], [-0.942, -1.875, 3.167], [0.386, -2.864, 0.202], [1.559, -2.593, 0.982], [2.597, -2.787, 0.674], [1.798, -1.876, 3.131], [-1.831, -2.698, 0.739], [0.368, -3.275, -0.816], [1.940, 1.282, 1.414], [2.745, 0.156, 1.063], [2.592, -0.085, -0.352], [3.414, -0.378, 1.751], [1.694, 0.901, -0.879], [1.274, 1.753, 0.200], [0.605, 2.626, 0.134], [1.854, 1.745, 2.411], [3.097, -0.861, -0.950], [1.434, 1.032, -1.939], [-0.705, -0.546, -0.883], [-0.357, -0.199, -3.786], [-1.588, 0.002, -2.996], [0.138, -1.572, -4.034], [0.286, 0.961, -4.450], [-1.377, 0.500, -1.550], [-2.142, -0.945, -2.958], [-2.179, 0.767, -3.493], [-0.803, 1.451, -1.549], [-2.362, 0.668, -1.071], [-0.362, -1.992, -4.917], [-0.070, -2.214, -3.180], [1.208, -1.569, -4.239], [-0.153, 1.128, -5.443], [1.351, 0.786, -4.603], [0.155, 1.882, -3.878], [-2.021, 2.267, 4.049], [-1.001, 1.396, 4.458], [-0.315, 0.627, 3.518], [-0.680, 0.718, 2.155], [-1.680, 1.600, 1.725], [-2.346, 2.363, 2.683], [-2.558, 2.873, 4.793], [-0.724, 1.303, 5.499], [0.490, -0.035, 3.835], [-1.906, 1.682, 0.667], [-3.120, 3.041, 2.353]]}